Below is a cluster of 3 separate species, C2H9NO4 in total, with properties calculated with wB97M-V/def2-TZVPD.

The value obtained for the HOMO energy is -9.21 eV. The total energy is -437.28936 hartree. The HOMO-LUMO gap is 9.9 eV. For the molar mass, the calculation gives 111.10 g/mol. The value obtained for the energy relative to the best compared isomer or geometry (same formula, charge and spin) is 152.41 kJ/mol.

```
! wB97M-V def2-TZVPD RIJCOSX def2/J DEFGRID3
* xyz 0 1
C -0.176 -0.959 -1.492
N -0.905 0.231 -2.043
C -0.321 1.448 -2.492
O 0.593 1.596 -3.238
O -1.096 2.371 -1.802
H 0.532 -0.477 -0.820
H 0.510 -1.462 -2.245
H -0.780 -1.622 -0.999
H -1.918 0.128 -2.170
H -0.713 3.285 -1.760
O 1.261 2.640 0.506
H 1.135 1.891 1.077
H 1.594 2.118 -0.199
O 0.059 -3.439 5.644
H 0.922 -3.882 5.906
H -0.697 -3.869 6.128
*
```

Below is a cluster of 3 separate species, C2H9NO4 in total, with properties calculated with wB97M-V/def2-TZVPD.

The value obtained for the HOMO energy (alpha / beta) is -15.87 / -15.57 eV. The expectation value of S² is 0.7603. The total energy is -436.97260 hartree. The HOMO-LUMO gap (alpha / beta) is 11.9 / 6.3 eV. For the molar mass, the calculation gives 111.10 g/mol. The value obtained for the energy relative to the best compared isomer or geometry (same formula, charge and spin) is 78.14 kJ/mol.

```
! wB97M-V def2-TZVPD RIJCOSX def2/J DEFGRID3
* xyz 1 2
O 1.222 -0.485 1.633
C 0.293 0.288 1.374
N -0.660 -0.056 0.563
C -0.529 -1.379 -0.016
O -0.290 -1.270 -1.366
H 0.318 1.268 1.864
H -1.397 0.569 0.219
H 0.334 -1.821 0.526
H -1.395 -2.041 0.084
H 0.412 -0.611 -1.528
H -1.596 2.904 -0.206
H -2.024 2.893 1.297
O -2.168 2.464 0.439
H 2.239 -1.492 -2.117
H 2.901 -0.635 -0.992
O 2.340 -0.598 -1.774
*
```

Below is a cluster of 2 separate species, C2H9NOS in total, with properties calculated with wB97M-V/def2-TZVPD.

The value obtained for the HOMO energy is -8.96 eV. The total energy is -609.76924 hartree. The HOMO-LUMO gap is 9.6 eV. For the molar mass, the calculation gives 95.17 g/mol. The value obtained for the energy relative to the best compared isomer or geometry (same formula, charge and spin) is 0.00 kJ/mol.

```
! wB97M-V def2-TZVPD RIJCOSX def2/J DEFGRID3
* xyz 0 1
N -1.007 0.002 -0.654
C 0.340 0.236 -0.120
C 1.169 1.014 -1.119
S 2.923 1.178 -0.621
H -1.515 0.865 -0.690
H -1.512 -0.562 0.022
H 0.317 0.749 0.847
H 0.809 -0.742 0.000
H 0.748 2.004 -1.291
H 1.199 0.491 -2.073
H 2.698 1.924 0.474
O -2.107 -2.106 1.478
H -1.442 -2.804 1.487
H -2.620 -2.249 2.260
*
```

Below is a cluster of 2 separate species, C2H9NOS in total, with properties calculated with wB97M-V/def2-TZVPD.

The value obtained for the HOMO energy is -9.11 eV. The total energy is -609.75168 hartree. The HOMO-LUMO gap is 9.9 eV. For the molar mass, the calculation gives 95.17 g/mol. The value obtained for the energy relative to the best compared isomer or geometry (same formula, charge and spin) is 46.09 kJ/mol.

```
! wB97M-V def2-TZVPD RIJCOSX def2/J DEFGRID3
* xyz 0 1
N 3.113 0.004 -0.953
C 1.806 -0.624 -0.748
O 1.997 -1.922 -0.205
H 3.025 0.729 -1.660
H 3.328 0.562 -0.131
H 1.210 -0.089 -0.011
H 1.306 -0.713 -1.711
H 2.944 -2.093 -0.214
C -1.810 0.520 1.667
S -2.587 0.966 0.085
H -1.910 -0.549 1.829
H -0.757 0.783 1.650
H -2.270 1.025 2.515
H -1.961 -0.026 -0.565
*
```

Below is a cluster of 2 separate species, C2H9NOS2 in total, with properties calculated with wB97M-V/def2-TZVPD.

The value obtained for the HOMO energy (alpha / beta) is -0.75 / -3.23 eV. The expectation value of S² is 0.7540. The total energy is -1007.94564 hartree. The HOMO-LUMO gap (alpha / beta) is 3.5 / 6.0 eV. For the molar mass, the calculation gives 127.23 g/mol. The value obtained for the energy relative to the best compared isomer or geometry (same formula, charge and spin) is 0.14 kJ/mol.

```
! wB97M-V def2-TZVPD RIJCOSX def2/J DEFGRID3
* xyz -1 2
C -0.100 -4.611 2.235
S 0.370 -3.710 3.723
S 1.255 -1.739 2.710
H -0.462 -3.991 1.418
H -0.871 -5.346 2.491
H 0.751 -5.233 1.953
H 0.126 -1.102 3.027
N -1.159 3.077 -2.496
C 0.040 3.158 -1.687
O 1.122 3.803 -2.318
H -1.686 3.923 -2.637
H -0.976 2.625 -3.381
H -0.299 3.799 -0.872
H 0.253 2.154 -1.314
H 1.634 3.192 -2.853
*
```

Below is a cluster of 2 separate species, C2H9NS in total, with properties calculated with wB97M-V/def2-TZVPD.

The value obtained for the HOMO energy (alpha / beta) is 1.32 / -5.12 eV. The expectation value of S² is 0.7503. The total energy is -534.45472 hartree. The HOMO-LUMO gap (alpha / beta) is 2.5 / 9.3 eV. For the molar mass, the calculation gives 79.17 g/mol. The value obtained for the energy relative to the best compared isomer or geometry (same formula, charge and spin) is 34.28 kJ/mol.

```
! wB97M-V def2-TZVPD RIJCOSX def2/J DEFGRID3
* xyz -1 2
S 2.031 -1.653 0.385
H 2.288 -2.433 1.443
C 0.017 1.138 0.710
N -0.593 -0.056 0.148
C -0.824 0.075 -1.277
H 0.230 1.075 1.776
H 0.928 1.335 0.142
H -0.646 1.974 0.562
H -1.401 -0.421 0.632
H 0.666 -1.338 0.446
H -1.538 0.884 -1.473
H -1.249 -0.854 -1.663
H 0.092 0.274 -1.830
*
```

Below is a cluster of 2 separate species, C2H9NS in total, with properties calculated with wB97M-V/def2-TZVPD.

The value obtained for the HOMO energy is -8.92 eV. The total energy is -534.44277 hartree. The HOMO-LUMO gap is 9.6 eV. For the molar mass, the calculation gives 79.17 g/mol. The value obtained for the energy relative to the best compared isomer or geometry (same formula, charge and spin) is 228.18 kJ/mol.

```
! wB97M-V def2-TZVPD RIJCOSX def2/J DEFGRID3
* xyz 0 1
C -1.512 0.098 -0.351
N -0.109 0.445 -0.087
C 0.329 1.098 1.107
H -1.654 -0.437 -1.281
H -2.115 0.995 -0.379
H -1.776 -0.459 0.564
H 0.246 0.786 -0.972
H 1.395 1.342 1.017
H -0.095 2.071 1.309
H 0.215 0.452 1.982
S 1.884 -1.999 -1.105
H 2.118 -3.392 -1.235
H 1.072 -1.000 -0.568
*
```

Below is a cluster of 2 separate species, C2H9NS in total, with properties calculated with wB97M-V/def2-TZVPD.

The value obtained for the HOMO energy is -6.22 eV. The total energy is -534.44955 hartree. The HOMO-LUMO gap is 6.0 eV. For the molar mass, the calculation gives 79.17 g/mol. The value obtained for the energy relative to the best compared isomer or geometry (same formula, charge and spin) is 210.37 kJ/mol.

```
! wB97M-V def2-TZVPD RIJCOSX def2/J DEFGRID3
* xyz 0 1
S -1.008 1.720 0.928
H -2.349 1.664 1.006
C 1.888 -0.862 0.022
N 0.863 -0.795 -1.093
C -0.212 -1.812 -0.907
H 2.868 -0.692 -0.419
H 1.726 0.002 0.658
H 1.934 -1.855 0.450
H 1.356 -0.884 -1.969
H 0.448 0.150 -0.992
H 0.038 -2.740 -1.398
H -1.063 -1.389 -1.440
H -0.419 -1.850 0.152
*
```

Below is a cluster of 3 separate species, C2H9NS in total, with properties calculated with wB97M-V/def2-TZVPD.

The value obtained for the HOMO energy is -9.01 eV. The total energy is -534.42722 hartree. The HOMO-LUMO gap is 9.8 eV. For the molar mass, the calculation gives 79.17 g/mol. The value obtained for the energy relative to the best compared isomer or geometry (same formula, charge and spin) is 269.00 kJ/mol.

```
! wB97M-V def2-TZVPD RIJCOSX def2/J DEFGRID3
* xyz 0 1
H 2.284 6.140 0.214
H 1.807 6.588 0.053
C 0.634 -1.252 -0.211
C 1.766 -0.369 -0.705
S 0.094 0.499 -0.521
H -0.024 -1.815 -0.899
H 1.036 -1.868 0.626
H 2.278 -0.232 -1.626
H 2.554 -0.227 0.170
N -2.666 -0.686 1.629
H -2.490 0.240 1.386
H -2.947 -1.128 0.799
H -1.741 -1.154 1.714
*
```

Below is a cluster of 2 separate species, C2H9NS in total, with properties calculated with wB97M-V/def2-TZVPD.

The value obtained for the HOMO energy is -8.30 eV. The total energy is -534.48920 hartree. The HOMO-LUMO gap is 9.1 eV. For the molar mass, the calculation gives 79.17 g/mol. The value obtained for the energy relative to the best compared isomer or geometry (same formula, charge and spin) is 106.28 kJ/mol.

```
! wB97M-V def2-TZVPD RIJCOSX def2/J DEFGRID3
* xyz 0 1
C -0.313 1.681 -1.591
N 0.462 1.015 -0.577
C 0.971 1.896 0.497
H -1.316 1.955 -1.300
H -0.233 1.171 -2.577
H 0.236 2.607 -1.855
H 0.123 0.076 -0.447
H 0.223 2.050 1.272
H 1.794 1.311 0.933
H 1.459 2.735 -0.021
S -0.429 -2.224 0.744
H -1.254 -1.466 1.443
H -0.782 -3.307 1.527
*
```

Below is a cluster of 2 separate species, C2H9OS in total, with properties calculated with wB97M-V/def2-TZVPD.

The value obtained for the HOMO energy is -14.85 eV. The total energy is -554.63410 hartree. The HOMO-LUMO gap is 9.0 eV. For the molar mass, the calculation gives 81.16 g/mol. The value obtained for the energy relative to the best compared isomer or geometry (same formula, charge and spin) is 304.36 kJ/mol.

```
! wB97M-V def2-TZVPD RIJCOSX def2/J DEFGRID3
* xyz 1 1
O -2.375 -1.182 1.076
H -2.900 -1.930 0.771
H -2.015 -1.340 2.053
H -1.453 -0.161 -0.244
C 0.849 -0.433 0.574
S -0.217 0.476 -0.633
C 1.064 1.447 -1.419
H 1.834 -0.625 0.116
H 0.916 0.308 1.420
H 0.638 -1.456 0.951
H 1.817 1.918 -0.738
H 0.369 2.141 -1.692
H 1.472 0.837 -2.234
*
```

Below is a structure of composition C2HAgF5NO5S2, with properties calculated with wB97M-V/def2-TZVPD.

The value obtained for the HOMO energy (alpha / beta) is -8.99 / -8.97 eV. The expectation value of S² is 2.0091. The total energy is -1950.04780 hartree. The HOMO-LUMO gap (alpha / beta) is 7.0 / 5.4 eV. For the molar mass, the calculation gives 386.02 g/mol.

```
! wB97M-V def2-TZVPD RIJCOSX def2/J DEFGRID3
* xyz 0 3
N 0.337 -0.091 -0.313
S 1.862 0.467 -0.465
O 2.135 1.174 -1.709
O 2.040 1.291 0.791
C 2.972 -0.996 0.073
F 2.515 -2.106 -0.544
F 4.180 -0.736 -0.491
S -0.415 -0.447 1.201
O 0.574 -0.550 2.325
O -1.528 -1.394 1.221
Ag 2.541 -0.254 2.142
C -1.252 0.609 -0.712
F -0.825 1.330 -1.745
F -2.061 -0.307 -1.242
F -1.997 1.454 -0.004
O -6.016 0.200 -0.358
H -5.062 0.357 -0.171
*
```

Below is a structure of composition C2HAlFO2, with properties calculated with wB97M-V/def2-TZVPD.

The value obtained for the HOMO energy (alpha / beta) is -21.01 / -22.01 eV. The expectation value of S² is 0.9929. The total energy is -568.60120 hartree. The HOMO-LUMO gap (alpha / beta) is 5.6 / 6.6 eV. For the molar mass, the calculation gives 103.01 g/mol. The value obtained for the energy relative to the best compared isomer or geometry (same formula, charge and spin) is 364.78 kJ/mol.

```
! wB97M-V def2-TZVPD RIJCOSX def2/J DEFGRID3
* xyz 2 2
C 0.687 0.553 -0.136
C 0.471 -0.813 -0.059
O 0.703 -1.948 0.031
O -0.263 1.414 -0.046
Al 2.450 1.111 0.030
H -1.972 0.361 0.067
F -2.076 -0.677 0.113
*
```

Below is the molecule C2HBF6, with properties calculated with wB97M-V/def2-TZVPD.

The value obtained for the HOMO energy is -11.61 eV. The total energy is -700.88895 hartree. The HOMO-LUMO gap is 11.2 eV. For the molar mass, the calculation gives 149.83 g/mol. The value obtained for the energy relative to the best compared isomer or geometry (same formula, charge and spin) is 6.52 kJ/mol.

```
! wB97M-V def2-TZVPD RIJCOSX def2/J DEFGRID3
* xyz 0 1
F 2.639 0.657 -1.064
B 1.419 0.291 -1.180
C 0.515 -0.145 0.309
F 1.370 0.117 1.336
F 0.497 -1.513 0.183
C 0.725 0.061 -2.643
F 0.877 1.133 -3.445
F -0.604 -0.152 -2.562
F 1.232 -0.988 -3.309
H -0.550 0.091 0.786
*
```

Below is a structure of composition C2HBaFO2, with properties calculated with wB97M-V/def2-TZVPD.

The value obtained for the HOMO energy (alpha / beta) is -12.08 / -12.14 eV. The expectation value of S² is 0.7554. The total energy is -352.30913 hartree. The HOMO-LUMO gap (alpha / beta) is 7.6 / 7.3 eV. For the molar mass, the calculation gives 213.35 g/mol.

```
! wB97M-V def2-TZVPD RIJCOSX def2/J DEFGRID3
* xyz 1 2
H 1.047 1.664 0.752
C 0.836 -0.850 -0.317
C -0.562 -0.760 -0.310
O -1.174 0.245 0.075
O 1.909 -1.057 -0.686
F -1.172 -1.904 -0.541
Ba -0.883 2.662 1.027
*
```

Below is a structure of composition C2HBeF6NO3S2, with properties calculated with wB97M-V/def2-TZVPD.

The value obtained for the HOMO energy (alpha / beta) is -9.27 / -9.27 eV. The total energy is -1767.53510 hartree. The HOMO-LUMO gap (alpha / beta) is 8.6 / 8.6 eV. For the molar mass, the calculation gives 274.17 g/mol.

```
! wB97M-V def2-TZVPD RIJCOSX def2/J DEFGRID3
* xyz 0 1
N 0.993 -0.271 -0.389
S 1.649 1.171 -0.981
C 3.020 1.441 0.182
F 3.403 2.712 0.041
F 4.072 0.656 -0.054
F 2.677 1.247 1.458
S -0.550 -0.391 -0.194
O -1.462 -0.067 -1.375
O -1.703 0.335 0.993
C -0.683 -2.241 -0.012
F 0.380 -2.702 0.618
F -1.767 -2.527 0.684
F -0.768 -2.793 -1.206
Be -2.173 0.611 -0.445
O -3.469 0.991 0.117
H -3.619 1.826 0.563
*
```

Below is a structure of composition C2HBrCl2OS, with properties calculated with wB97M-V/def2-TZVPD.

The value obtained for the HOMO energy is -8.92 eV. The total energy is -4044.36319 hartree. The HOMO-LUMO gap is 8.0 eV. For the molar mass, the calculation gives 223.91 g/mol. The value obtained for the energy relative to the best compared isomer or geometry (same formula, charge and spin) is 424.69 kJ/mol.

```
! wB97M-V def2-TZVPD RIJCOSX def2/J DEFGRID3
* xyz 0 1
C -0.570 0.131 -0.948
C 1.110 -1.105 1.066
O -1.076 1.496 -1.399
S -1.618 1.034 -0.001
Cl 1.054 -2.367 0.002
Cl -0.542 1.887 1.463
Br 2.918 -0.317 1.122
H -1.276 -0.757 -1.305
*
```

Below is a cluster of 2 separate species, C2HBrCl2S in total, with properties calculated with wB97M-V/def2-TZVPD.

The value obtained for the HOMO energy (alpha / beta) is -8.84 / -8.84 eV. The total energy is -3969.26156 hartree. The HOMO-LUMO gap (alpha / beta) is 6.9 / 6.9 eV. For the molar mass, the calculation gives 207.91 g/mol. The value obtained for the energy relative to the best compared isomer or geometry (same formula, charge and spin) is 249.61 kJ/mol.

```
! wB97M-V def2-TZVPD RIJCOSX def2/J DEFGRID3
* xyz 0 1
C -0.657 -0.908 0.328
C -1.456 -1.424 -0.544
S -3.065 0.694 -0.939
Cl 0.817 -1.670 0.728
Cl -1.898 -2.709 -1.435
Br -4.500 0.371 0.636
H -0.742 0.223 0.645
*
```

Below is the molecule C2HBrCl3O2P, with properties calculated with wB97M-V/def2-TZVPD.

The value obtained for the HOMO energy is -10.29 eV. The total energy is -4523.28227 hartree. The HOMO-LUMO gap is 9.5 eV. For the molar mass, the calculation gives 274.26 g/mol. The value obtained for the energy relative to the best compared isomer or geometry (same formula, charge and spin) is 81.81 kJ/mol.

```
! wB97M-V def2-TZVPD RIJCOSX def2/J DEFGRID3
* xyz 0 1
O 1.982 -0.543 -0.154
C 1.387 -0.364 0.838
Cl 2.073 -0.137 2.389
C -0.145 -0.129 0.718
Br -1.295 -0.688 2.096
P -0.207 2.075 1.057
O 0.112 2.350 2.449
Cl -2.020 2.641 0.329
Cl 1.004 2.914 -0.247
H -0.431 -0.447 -0.404
*
```

Below is the molecule C2HBrClF3, with properties calculated with wB97M-V/def2-TZVPD.

The value obtained for the HOMO energy is -11.39 eV. The total energy is -3410.58848 hartree. The HOMO-LUMO gap is 11.7 eV. For the molar mass, the calculation gives 197.38 g/mol. The value obtained for the energy relative to the best compared isomer or geometry (same formula, charge and spin) is 59.39 kJ/mol.

```
! wB97M-V def2-TZVPD RIJCOSX def2/J DEFGRID3
* xyz 0 1
F -1.062 1.216 -0.958
C -0.469 0.011 -0.577
Cl 0.643 -0.203 -2.024
C 0.302 -0.001 0.718
F 1.357 0.788 0.674
F -0.461 0.571 1.707
Br 0.981 -1.791 1.070
H -1.291 -0.592 -0.610
*
```